{
  "formula": "C12H20N3O2",
  "method": "wB97M-V/def2-TZVPD",
  "symbols": ["C", "C", "C", "C", "C", "C", "N", "C", "C", "H", "H", "H", "H", "H", "H", "H", "H", "H", "H", "O", "C", "N", "C", "H", "H", "H", "H", "H", "O", "C", "N", "C", "H", "H", "H", "H", "H"],
  "coordinates": [[-0.388, -1.252, 1.293], [-0.021, 0.322, 1.685], [1.162, 1.070, 0.815], [1.523, 2.618, 1.225], [0.700, 3.378, 2.467], [1.136, 4.949, 2.736], [1.368, 5.284, 4.193], [-0.477, 2.630, 3.332], [-0.831, 1.061, 2.906], [0.484, -1.701, 0.616], [-0.323, -1.848, 2.315], [-1.435, -1.351, 0.775], [1.741, 0.561, -0.093], [2.370, 3.223, 0.648], [2.152, 5.207, 2.170], [0.277, 5.605, 2.228], [1.153, 6.319, 4.271], [-1.083, 3.116, 4.210], [-1.701, 0.491, 3.487], [-2.840, -2.947, -0.044], [-2.635, -3.971, -0.686], [-3.586, -4.478, -1.518], [-1.348, -4.740, -0.613], [-3.463, -5.317, -2.066], [-4.463, -3.977, -1.584], [-1.184, -5.066, 0.418], [-0.526, -4.090, -0.928], [-1.364, -5.621, -1.260], [2.604, -0.174, -2.236], [1.957, 0.035, -3.256], [2.518, 0.665, -4.325], [0.521, -0.374, -3.415], [2.026, 0.859, -5.185], [3.485, 0.950, -4.242], [-0.078, 0.120, -2.645], [0.444, -1.459, -3.300], [0.126, -0.098, -4.396]],
  "atomic_forces_ev_per_a": [[1.0, 0.9, 0.8], [0.7, 2.4, 0.2], [-1.9, 2.7, 3.3], [-3.1, -2.4, 1.9], [-0.2, -2.2, -0.9], [0.1, 0.4, 0.8], [-1.0, 0.4, -1.7], [2.1, -2.8, -3.7], [2.8, 2.2, -2.0], [-2.0, 1.1, 1.3], [-0.5, 1.0, -2.2], [2.2, 0.1, 1.2], [-1.5, 1.0, 2.3], [-2.1, -1.4, 1.5], [-2.0, -1.0, 0.2], [1.5, -1.3, 0.7], [0.2, -1.4, -0.2], [1.6, -0.8, -2.0], [2.2, 1.2, -1.5], [0.1, -0.9, -0.5], [-0.3, 0.9, 0.5], [-0.4, -0.2, -0.3], [0.2, -0.3, -0.1], [0.1, 0.3, 0.2], [0.3, -0.1, 0.0], [0.1, 0.2, -0.1], [-0.1, -0.1, 0.2], [0.0, 0.1, 0.1], [-0.5, 0.0, -0.8], [0.7, 0.0, 0.8], [0.3, 0.2, -0.4], [-0.3, 0.0, -0.2], [0.1, -0.1, 0.4], [-0.3, 0.0, 0.0], [0.1, -0.2, 0.0], [0.0, 0.2, 0.1], [0.0, -0.1, 0.1]],
  "mulliken_charge": [-0.768, 0.386, -0.287, -0.606, 0.475, -0.343, -0.792, -0.521, -0.342, 0.205, 0.270, 0.230, 0.205, 0.145, 0.122, 0.186, 0.018, 0.254, 0.205, -0.603, 0.574, -0.402, -0.727, 0.176, 0.237, 0.229, 0.169, 0.325, -0.635, 0.556, -0.389, -0.713, 0.180, 0.241, 0.251, 0.172, 0.317],
  "gap_ev": 3.259,
  "relative_energy_ev": 8.6393,
  "homo_ev": -1.20,
  "total_charge": -1
}